1.
A molecular structure, C16H36BeBrCaCl6LiN3O6 in a non-equilibrium geometry, computed with ωB97M-V/def2-TZVPD.

Atoms and positions in Å:
1 C -1.056 -0.605 2.707
2 C -0.977 0.344 1.503
3 O -1.029 1.720 1.797
4 C -2.177 2.143 2.507
5 C -3.514 1.669 1.963
6 O -4.061 0.698 2.866
7 C -5.329 0.220 2.451
8 O -5.688 -0.868 2.903
9 O -5.935 0.813 1.567
10 H -1.403 -0.140 3.617
11 H -1.644 -1.484 2.456
12 H -0.066 -0.989 2.916
13 H -1.706 0.059 0.728
14 H -0.019 0.192 1.026
15 H -2.133 1.919 3.567
16 H -2.167 3.226 2.455
17 H -3.432 1.304 0.925
18 H -4.210 2.503 1.934
19 C -5.250 5.583 -1.834
20 C -4.542 4.474 -1.080
21 C -5.313 3.166 -1.162
22 O -4.370 4.864 0.298
23 H -6.238 5.764 -1.406
24 H -4.690 6.514 -1.763
25 H -5.370 5.328 -2.887
26 H -3.538 4.336 -1.488
27 H -6.303 3.271 -0.716
28 H -4.799 2.375 -0.609
29 H -5.432 2.845 -2.197
30 H -5.238 5.005 0.703
31 Li -2.897 4.584 1.847
32 Ca -4.234 -0.910 0.979
33 C 1.779 2.605 -0.736
34 Cl 2.627 1.004 -0.758
35 Cl 2.624 3.665 -2.042
36 Cl 0.080 2.408 -0.988
37 Cl 2.124 3.363 0.874
38 C 4.124 -2.251 -0.408
39 C 5.302 -2.876 0.323
40 N 6.429 -3.120 -0.545
41 C 7.450 -3.965 0.055
42 C 8.198 -3.433 1.284
43 C 6.907 -1.966 -1.282
44 C 7.348 -0.729 -0.482
45 H 3.830 -2.848 -1.271
46 H 3.266 -2.185 0.267
47 H 4.357 -1.238 -0.750
48 H 4.975 -3.833 0.737
49 H 5.561 -2.239 1.187
50 H 8.176 -4.230 -0.716
51 H 6.971 -4.909 0.330
52 H 8.922 -2.664 1.020
53 H 8.754 -4.246 1.750
54 H 7.520 -3.029 2.037
55 H 6.121 -1.656 -1.976
56 H 7.727 -2.286 -1.927
57 H 6.638 -0.481 0.313
58 H 7.408 0.134 -1.151
59 H 8.331 -0.851 -0.033
60 C -4.799 -3.865 -2.073
61 O -5.014 -2.714 -1.608
62 N -4.268 -4.862 -1.300
63 N -5.060 -4.199 -3.323
64 H -4.092 -5.784 -1.660
65 H -4.060 -4.666 -0.343
66 H -5.445 -3.491 -3.924
67 H -4.864 -5.203 -3.744
68 Cl -4.466 -6.253 -5.121
69 Cl -4.495 5.655 3.286
70 Be 4.034 2.530 -0.059
71 Br 3.654 4.961 -3.858

Values from the calculation:
orbital gap	1.0853	eV
2S+1	1
LUMO energy	-8.2	eV
charge	+1

***

2.
A molecular structure, C16H36F12O18S10Zn in a non-equilibrium geometry, computed with ωB97M-V/def2-TZVPD.

Atoms and positions in Å:
1 Zn -3.618 3.573 3.540
2 C 3.096 7.220 3.480
3 F 3.561 8.399 3.937
4 F 3.061 7.258 2.155
5 F 3.738 6.229 4.031
6 S 1.293 7.205 4.241
7 O 0.669 5.959 3.811
8 O 1.433 7.258 5.691
9 O 0.546 8.381 3.742
10 C -5.421 7.547 -2.582
11 F -5.681 8.654 -3.253
12 F -6.286 6.645 -2.882
13 F -4.239 7.131 -2.999
14 S -5.449 7.739 -0.660
15 O -6.818 7.979 -0.255
16 O -4.879 6.565 -0.091
17 O -4.605 8.866 -0.336
18 C -0.114 1.658 -2.308
19 F -1.190 1.563 -3.108
20 F 0.962 1.192 -3.021
21 F 0.035 2.964 -2.054
22 S -0.347 0.752 -0.593
23 O -0.646 -0.671 -0.953
24 O 0.942 0.876 0.073
25 O -1.451 1.368 0.077
26 C -9.983 1.989 5.616
27 F -11.163 2.468 5.936
28 F -9.006 2.456 6.389
29 F -9.959 0.636 5.740
30 S -9.590 2.437 3.870
31 O -8.113 2.479 3.913
32 O -10.162 1.390 3.001
33 O -10.206 3.783 3.641
34 C 3.292 0.910 -9.869
35 S 4.746 0.186 -10.739
36 O 6.012 0.732 -10.092
37 C 4.562 -1.562 -10.292
38 H 2.372 0.381 -10.120
39 H 3.270 1.905 -10.313
40 H 3.432 1.016 -8.794
41 H 3.615 -2.013 -10.590
42 H 4.686 -1.672 -9.214
43 H 5.341 -2.203 -10.703
44 C -0.594 1.824 9.690
45 S -1.268 0.598 8.457
46 O -1.887 1.382 7.283
47 C 0.335 -0.190 7.877
48 H 0.156 2.405 9.152
49 H -0.162 1.220 10.488
50 H -1.389 2.508 9.987
51 H -0.004 -1.069 7.329
52 H 1.054 -0.365 8.677
53 H 0.686 0.547 7.155
54 C 8.268 -2.152 -3.764
55 S 7.758 -2.148 -1.999
56 O 8.836 -2.808 -1.122
57 C 7.705 -0.375 -1.697
58 H 7.618 -1.411 -4.230
59 H 8.345 -3.169 -4.147
60 H 9.247 -1.687 -3.878
61 H 6.996 0.042 -2.412
62 H 8.585 0.211 -1.965
63 H 7.364 -0.287 -0.666
64 C 4.919 -6.772 2.136
65 S 3.807 -5.475 2.746
66 O 2.977 -6.204 3.819
67 C 4.961 -4.383 3.655
68 H 5.241 -6.653 1.102
69 H 4.498 -7.770 2.261
70 H 5.821 -6.766 2.748
71 H 5.085 -4.841 4.636
72 H 4.684 -3.337 3.788
73 H 5.955 -4.314 3.212
74 C -0.847 -3.759 -6.029
75 S 0.207 -5.262 -5.817
76 O 0.824 -5.579 -7.187
77 C 1.581 -4.473 -4.898
78 H -1.161 -3.723 -7.072
79 H -0.220 -2.869 -5.968
80 H -1.728 -3.786 -5.388
81 H 2.384 -5.206 -4.829
82 H 1.201 -4.434 -3.878
83 H 1.973 -3.505 -5.211
84 C -5.722 -4.493 3.184
85 S -7.206 -4.538 2.111
86 O -7.505 -5.995 1.712
87 C -6.386 -3.807 0.643
88 H -4.923 -5.131 2.807
89 H -5.920 -4.989 4.134
90 H -5.377 -3.472 3.346
91 H -5.350 -4.146 0.623
92 H -6.314 -2.723 0.552
93 H -6.845 -4.298 -0.216

Values from the calculation:
orbital gap	1.8411	eV
2S+1	1
LUMO energy	-3.5	eV
charge	-2

***

3.
A molecular structure, C16H36F3Li2N2O3 in a non-equilibrium geometry, computed with ωB97M-V/def2-TZVPD.

Atoms and positions in Å:
1 Li -1.898 1.055 0.461
2 Li -1.256 1.733 -1.827
3 O -0.151 1.135 -0.384
4 H 0.713 0.778 -0.101
5 C -4.413 -1.017 0.409
6 C -4.275 -0.168 1.652
7 N -2.875 -0.027 2.070
8 C -2.827 0.952 3.142
9 C -3.048 2.336 2.498
10 C -2.246 -1.277 2.454
11 C -0.751 -1.316 2.651
12 H -5.427 -0.946 0.015
13 H -4.100 -2.061 0.406
14 H -3.754 -0.624 -0.365
15 H -4.663 0.824 1.419
16 H -4.819 -0.611 2.486
17 H -3.625 0.787 3.867
18 H -1.904 0.878 3.717
19 H -4.083 2.651 2.638
20 H -2.491 3.119 3.013
21 H -2.855 2.549 1.447
22 H -2.482 -2.032 1.705
23 H -2.862 -1.665 3.265
24 H -0.323 -0.956 1.716
25 H -0.438 -2.293 3.019
26 H -0.335 -0.572 3.329
27 C 1.333 -4.563 -4.864
28 C 0.518 -3.404 -4.257
29 N 0.636 -3.294 -2.781
30 C 0.981 -2.003 -2.157
31 C 2.337 -1.522 -2.667
32 C -0.644 -3.755 -2.345
33 C -0.717 -4.351 -0.943
34 H 1.280 -4.480 -5.949
35 H 0.917 -5.528 -4.577
36 H 2.387 -4.532 -4.586
37 H 0.875 -2.465 -4.682
38 H -0.493 -3.521 -4.648
39 H 0.944 -2.031 -1.068
40 H 0.221 -1.248 -2.357
41 H 3.073 -2.234 -2.292
42 H 2.653 -0.526 -2.359
43 H 2.348 -1.467 -3.755
44 H -1.325 -2.904 -2.336
45 H -0.962 -4.606 -2.948
46 H -1.632 -4.896 -0.711
47 H -0.015 -5.175 -0.811
48 H -0.419 -3.685 -0.134
49 C 1.983 3.722 0.331
50 C 3.320 3.784 1.098
51 O 3.692 5.110 1.253
52 C 4.708 5.469 2.094
53 O 5.222 4.678 2.904
54 C 5.345 6.934 1.928
55 F 4.573 7.707 1.210
56 F 5.439 7.558 3.074
57 F 6.569 6.826 1.447
58 H 1.708 2.671 0.245
59 H 1.988 4.075 -0.701
60 H 1.163 4.084 0.952
61 H 4.096 3.132 0.698
62 H 3.084 3.208 1.992

Values from the calculation:
orbital gap (alpha / beta)	7.0898 / 4.4576	eV
2S+1	2
LUMO energy (alpha / beta)	-7.2 / -9.8	eV
charge	+2

***

4.
A molecular structure, C16H36FN2O5P2Rb in a non-equilibrium geometry, computed with ωB97M-V/def2-TZVPD.

Atoms and positions in Å:
1 C -3.382 -1.300 3.083
2 C -3.015 -2.736 2.672
3 C -3.678 -3.257 1.390
4 C -3.512 -2.359 0.165
5 C -2.054 -2.318 -0.345
6 C -1.480 -0.902 -0.369
7 P 0.401 -0.608 -0.508
8 C 0.250 0.175 -2.298
9 C 1.552 0.201 -3.094
10 C 1.553 1.134 -4.291
11 F 2.044 0.442 -5.431
12 C 0.238 1.114 0.338
13 C 1.415 2.029 0.053
14 N 1.520 3.230 0.912
15 C 0.267 3.948 1.155
16 C -0.346 4.452 -0.154
17 C 2.194 2.905 2.130
18 C 3.697 3.045 2.097
19 O 1.605 2.569 3.129
20 C 0.691 -1.494 1.213
21 O 1.958 -1.055 1.717
22 N 2.778 -2.106 2.072
23 O 3.872 -1.736 2.281
24 P 0.852 -2.782 -1.422
25 O 0.533 -2.625 -3.154
26 O 2.485 -2.688 -1.407
27 H -3.986 -0.796 2.329
28 H -2.498 -0.686 3.253
29 H -3.956 -1.287 4.010
30 H -3.300 -3.410 3.482
31 H -1.931 -2.839 2.580
32 H -4.736 -3.463 1.573
33 H -3.219 -4.222 1.150
34 H -4.176 -2.726 -0.622
35 H -3.850 -1.344 0.379
36 H -1.446 -2.949 0.306
37 H -2.036 -2.761 -1.347
38 H -1.749 -0.433 0.585
39 H -1.989 -0.316 -1.142
40 H 1.869 -0.433 -0.577
41 H -0.124 1.203 -2.206
42 H -0.510 -0.360 -2.877
43 H 1.749 -0.785 -3.509
44 H 2.375 0.463 -2.422
45 H 0.548 1.468 -4.551
46 H 2.195 2.004 -4.162
47 H -0.702 1.567 0.014
48 H 0.171 0.970 1.420
49 H 1.415 2.372 -0.987
50 H 2.342 1.460 0.182
51 H -0.451 3.350 1.725
52 H 0.518 4.804 1.782
53 H -1.212 3.867 -0.464
54 H -0.670 5.487 -0.051
55 H 0.397 4.438 -0.952
56 H 4.064 3.201 1.086
57 H 4.161 2.166 2.543
58 H 3.961 3.914 2.702
59 H 0.718 -2.585 1.124
60 H -0.092 -1.238 1.933
61 H -0.430 -2.591 -3.207
62 H 2.822 -1.798 -1.605
63 Rb 1.320 -2.989 -5.407

Values from the calculation:
orbital gap	4.8694	eV
2S+1	1
LUMO energy	-1.3	eV

***

5.
A molecular structure, C16H36N4O7V in a non-equilibrium geometry, computed with ωB97M-V/def2-TZVPD.

Atoms and positions in Å:
1 V -24.810 2.299 6.448
2 C -23.765 5.151 3.624
3 C -23.903 3.894 4.461
4 O -23.362 3.785 5.603
5 O -24.714 3.012 4.105
6 H -24.697 5.716 3.594
7 H -23.507 4.928 2.587
8 H -23.028 5.859 4.007
9 C -28.737 4.250 7.411
10 C -27.482 3.475 7.813
11 O -26.455 3.677 6.927
12 H -28.557 5.305 7.231
13 H -29.414 4.169 8.278
14 H -29.269 3.772 6.586
15 H -27.720 2.397 7.980
16 H -27.213 3.712 8.867
17 C -26.971 1.020 4.422
18 O -26.104 0.886 5.268
19 N -28.298 0.972 4.677
20 C -29.277 1.320 3.663
21 C -28.825 0.592 5.962
22 H -26.809 1.288 3.366
23 H -29.897 0.442 3.459
24 H -28.728 1.642 2.780
25 H -29.912 2.151 3.973
26 H -29.384 -0.349 5.905
27 H -28.033 0.379 6.678
28 H -29.453 1.387 6.364
29 C -25.871 0.102 8.822
30 O -25.419 0.795 7.942
31 N -25.341 -1.059 9.244
32 C -25.963 -1.848 10.302
33 C -24.153 -1.599 8.673
34 H -26.783 0.396 9.363
35 H -26.409 -2.771 9.917
36 H -26.748 -1.238 10.742
37 H -25.181 -2.187 10.980
38 H -24.330 -2.386 7.930
39 H -23.495 -0.859 8.215
40 H -23.495 -2.068 9.415
41 C -22.709 3.092 8.891
42 O -23.757 2.927 8.307
43 N -22.492 2.733 10.164
44 C -21.173 2.948 10.753
45 C -23.402 1.917 10.906
46 H -21.829 3.542 8.413
47 H -20.445 3.243 9.999
48 H -20.784 2.030 11.194
49 H -21.224 3.731 11.509
50 H -24.432 2.206 10.681
51 H -23.343 0.837 10.728
52 H -23.294 2.044 11.985
53 C -22.229 0.282 5.830
54 O -23.208 0.904 6.172
55 N -22.049 -0.202 4.591
56 C -20.889 -0.931 4.160
57 C -23.059 0.078 3.588
58 H -21.398 0.064 6.519
59 H -21.180 -1.947 3.880
60 H -20.126 -1.081 4.929
61 H -20.347 -0.452 3.344
62 H -23.709 0.911 3.863
63 H -22.611 0.430 2.653
64 H -23.653 -0.804 3.351

Values from the calculation:
orbital gap (alpha / beta)	5.6232 / 6.5317	eV
relative energy (zero: lowest compared OMol25 entry of this formula, charge and spin)	37.3	kJ/mol
2S+1	4
LUMO energy (alpha / beta)	0.3 / 0.3	eV

***

6.
A molecular structure, C16H37As2F12N3O6V in a non-equilibrium geometry, computed with ωB97M-V/def2-TZVPD.

Atoms and positions in Å:
1 O -0.172 -0.531 0.289
2 V 1.216 -1.189 0.720
3 O 1.032 -1.836 2.172
4 As 2.725 -0.225 -2.826
5 F 3.778 -1.643 -2.450
6 F 4.183 0.821 -2.454
7 F 1.774 1.260 -3.246
8 F 1.260 -1.289 -3.171
9 F 2.205 -0.142 -1.164
10 F 3.293 -0.433 -4.589
11 As 1.936 2.364 2.047
12 F 2.063 0.687 1.377
13 F 3.532 2.141 2.889
14 F 1.663 3.960 2.931
15 F 0.524 2.664 1.016
16 F 1.017 1.533 3.309
17 F 2.940 3.032 0.690
18 C -3.122 0.267 1.588
19 C -2.401 0.136 2.964
20 C -2.317 -1.264 3.719
21 C -1.890 -2.337 2.785
22 N -1.577 -3.219 2.115
23 H -4.153 -0.084 1.641
24 H -2.657 -0.364 0.831
25 H -3.102 1.260 1.139
26 H -2.863 0.772 3.720
27 H -1.413 0.586 2.871
28 H -3.269 -1.549 4.166
29 H -1.599 -1.284 4.539
30 C -1.636 -0.500 -2.893
31 O -2.339 0.626 -2.372
32 C -1.497 1.824 -2.280
33 C -2.463 2.983 -2.211
34 N -3.283 2.879 -1.017
35 C -4.569 3.485 -1.225
36 C -5.397 3.313 0.089
37 O -5.798 1.968 0.342
38 C -6.568 1.854 1.484
39 H -0.932 -0.148 -3.648
40 H -2.275 -1.213 -3.413
41 H -1.045 -1.033 -2.148
42 H -0.918 1.925 -3.198
43 H -0.793 1.866 -1.449
44 H -3.045 3.032 -3.132
45 H -1.901 3.916 -2.162
46 H -3.440 1.904 -0.807
47 H -5.132 2.954 -1.993
48 H -4.523 4.523 -1.553
49 H -6.280 3.923 -0.101
50 H -4.833 3.711 0.933
51 H -6.232 2.589 2.216
52 H -6.320 0.843 1.809
53 H -7.630 1.965 1.267
54 C 6.009 0.274 -0.180
55 O 5.891 -1.098 -0.328
56 C 5.766 -1.828 0.917
57 C 4.303 -1.599 1.412
58 N 3.357 -1.927 0.360
59 C 3.268 -3.315 -0.063
60 C 2.126 -3.746 -0.979
61 O 0.952 -3.067 -0.513
62 C -0.231 -3.506 -1.194
63 H 5.098 0.746 0.190
64 H 6.255 0.644 -1.175
65 H 6.841 0.622 0.432
66 H 6.484 -1.555 1.692
67 H 5.956 -2.890 0.762
68 H 4.210 -0.553 1.704
69 H 4.153 -2.180 2.322
70 H 3.769 -1.562 -0.486
71 H 3.259 -3.949 0.823
72 H 4.157 -3.611 -0.619
73 H 1.884 -4.808 -0.937
74 H 2.325 -3.498 -2.022
75 H -1.159 -3.119 -0.775
76 H -0.266 -4.593 -1.270
77 H -0.161 -3.164 -2.226

Values from the calculation:
orbital gap (alpha / beta)	8.6988 / 5.5833	eV
relative energy (zero: lowest compared OMol25 entry of this formula, charge and spin)	0.0	kJ/mol
2S+1	3
LUMO energy (alpha / beta)	2.3 / -0.9	eV
charge	-1

***

7.
A molecular structure, C16H37BBrCaFN3O5 in a non-equilibrium geometry, computed with ωB97M-V/def2-TZVPD.

Atoms and positions in Å:
1 C 6.581 -2.391 -0.752
2 C 5.205 -3.041 -0.904
3 F 5.365 -4.431 -0.653
4 B 4.438 -2.789 -2.253
5 C 3.721 -3.972 -2.989
6 C 2.213 -3.752 -3.196
7 C 1.439 -3.566 -1.891
8 C 0.219 -2.652 -2.024
9 N 0.017 -1.891 -0.786
10 C 4.322 -1.360 -2.890
11 O 4.855 -0.237 -2.188
12 O 4.033 -0.103 -1.011
13 H 6.757 -2.069 0.271
14 H 6.723 -1.559 -1.433
15 H 7.337 -3.141 -0.975
16 H 4.560 -2.680 -0.096
17 H 4.173 -4.022 -3.988
18 H 3.914 -4.933 -2.517
19 H 1.828 -4.637 -3.704
20 H 2.039 -2.926 -3.883
21 H 1.091 -4.531 -1.523
22 H 2.065 -3.116 -1.116
23 H -0.659 -3.260 -2.255
24 H 0.374 -1.929 -2.822
25 H -0.108 -2.514 0.001
26 H -0.784 -1.282 -0.859
27 H 4.759 -1.323 -3.890
28 H 3.252 -1.173 -3.041
29 H 4.696 -0.177 -0.312
30 C 0.266 1.849 2.142
31 C -0.850 0.830 1.918
32 C -1.703 1.110 0.681
33 C -2.430 2.442 0.549
34 N -3.512 2.746 1.546
35 C -2.983 3.230 2.868
36 C -2.705 4.704 2.660
37 C -3.925 5.160 1.854
38 C -4.335 3.940 1.025
39 C -4.408 1.563 1.725
40 H -0.101 2.877 2.161
41 H 0.770 1.669 3.091
42 H 1.013 1.778 1.350
43 H -1.476 0.745 2.810
44 H -0.399 -0.156 1.787
45 H -2.421 0.296 0.551
46 H -1.045 1.057 -0.193
47 H -2.933 2.438 -0.416
48 H -1.743 3.288 0.553
49 H -3.780 3.083 3.595
50 H -2.116 2.649 3.163
51 H -1.783 4.846 2.094
52 H -2.594 5.234 3.603
53 H -3.708 6.024 1.230
54 H -4.743 5.439 2.516
55 H -4.134 4.051 -0.035
56 H -5.386 3.715 1.151
57 H -3.860 0.754 2.202
58 H -4.780 1.259 0.747
59 H -5.249 1.861 2.345
60 Br 5.772 -6.823 0.530
61 Ca 6.257 -9.334 0.700
62 N -7.356 2.777 0.290
63 O -7.750 2.101 1.258
64 O -7.252 4.026 0.408
65 O -7.044 2.229 -0.783

Values from the calculation:
orbital gap	2.1310	eV
2S+1	1
LUMO energy	-6.2	eV
charge	+1

***

| no. | molecular weight (u) | calculated total energy (eV) |
| --- | --- | --- |
| 1 | 715.132 | -198141.4177 |
| 2 | 1130.482 | -243398.4093 |
| 3 | 375.351 | -34844.6926 |
| 4 | 502.887 | -52338.6818 |
| 5 | 447.429 | -63157.5426 |
| 6 | 796.251 | -213927.1036 |
| 7 | 501.280 | -123761.4390 |